{"formula": "C8H7NO3", "method": "ωB97M-V/def2-TZVPD", "species": ["C", "C", "C", "C", "C", "C", "C", "C", "H", "H", "H", "H", "H", "H", "H", "N", "O", "O", "O"], "coordinates": [[3.99875, 0.41514, 0.07571], [1.67005, -0.20914, 0.00544], [1.29034, 1.10434, 0.14352], [0.04909, 1.45418, 0.06955], [-1.08103, 0.49747, 0.09179], [-2.53601, 0.42957, 0.00351], [-0.58742, -0.76542, 0.10071], [0.77140, -1.14909, -0.10217], [3.66838, 1.49909, -0.46408], [4.47578, 0.33310, 1.52492], [4.87111, -0.40074, -0.94494], [1.98827, 1.85112, 0.15041], [-0.17719, 2.53699, 0.08790], [-3.31804, -1.29601, 0.88287], [1.29048, -2.24433, -0.04170], [-2.88275, -0.96432, -0.03643], [2.99450, -0.64303, -0.22174], [-3.17627, 1.55062, -0.22456], [-1.57706, -1.68151, 0.03770]], "max_force_ev_per_a": 7.12, "homo_lumo_gap_ev": 9.243, "de_lowest_ev": 7.856}